Run a
DFT (ωB97M-V/def2-TZVPD) results for 2 unconnected molecules or ions with the total composition C4H11NO3.

```
! RIJCOSX wB97M-V def2-TZVPD def2/J DEFGRID3
* xyz 0 1
O -0.6622 -1.6459 -1.0792
C -0.3715 -0.7248 -0.2735
N -1.3331 0.2058 0.0327
C -0.8788 1.4567 0.6242
O 0.4422 1.5872 0.5916
C 0.1443 -1.3834 1.1550
C 1.4182 -2.1807 0.9236
H -2.0252 0.2774 -0.7070
H -1.4449 2.2207 0.0795
H -1.1188 1.4127 1.7054
H 0.7317 1.7445 -0.8787
H 0.2105 -0.5577 1.8472
H -0.6424 -2.0904 1.4326
H 2.2898 -1.5653 1.0419
H 1.4951 -2.9238 1.7020
H 1.3543 -2.7035 -0.0155
H 1.3646 2.4939 -2.1505
H 0.5400 -0.1355 -0.6470
O 0.6373 1.9346 -1.8635
*
```

Output
Kohn-Sham gap ... 5.6 eV
Highest occupied orbital energy ... -0.332 Eh

Atom charges from the natural (NBO) analysis, given in e for atoms 1 to 5: O -0.46; C 0.19; N -0.44; C 0.07; O -0.74

Run b
DFT (ωB97M-V/def2-TZVPD) results for 2 unconnected molecules or ions with the total composition C4H11NO3.

```
! RIJCOSX wB97M-V def2-TZVPD def2/J DEFGRID3
* xyz 0 1
C 1.1475 2.0797 -0.9424
C -0.0315 1.9475 -0.0360
O -0.0017 1.6664 1.1675
O -1.2263 2.3328 -0.6367
H 1.1574 3.0241 -1.4314
H 1.2409 1.3013 -1.7339
H 2.0713 2.0561 -0.3544
H -1.8760 2.2790 0.1428
N 0.8802 -1.2678 1.6470
C -0.2024 -1.9411 0.8516
C 0.0760 -1.7346 -0.6182
O -0.6927 -2.7754 -1.3049
H 0.8678 -1.5280 2.6219
H 0.8002 -0.2638 1.5891
H -1.2163 -1.6287 1.1108
H -0.1223 -3.0229 1.1647
H 1.1603 -1.8125 -0.8460
H -0.2734 -0.7067 -0.8605
H -0.5430 -2.7235 -2.2693
*
```

Output
SMILES ... CC(=O)O.NCCO
Kohn-Sham gap ... 9.7 eV
Highest occupied orbital energy ... -0.332 Eh

Atom charges from the natural (NBO) analysis, given in e for atoms 1 to 5: C -0.74; C 0.80; O -0.61; O -0.69; H 0.25

Question: which arrangement is favored energetically? Ranking from most to least stable: run b, run a.

Run a
DFT (ωB97M-V/def2-TZVPD) results for a single C3H6O3 molecule.

```
! RIJCOSX wB97M-V def2-TZVPD def2/J DEFGRID3
* xyz 0 1
O -1.0015 1.1060 1.8821
C -0.1454 0.3544 1.4532
C 0.1385 0.4405 -0.0136
O -0.9708 1.1186 -0.5049
C 0.6358 -0.7629 -0.8240
O -0.3626 -1.6992 -1.1314
H 0.5757 -0.1360 2.1067
H 1.0289 1.0787 0.1835
H -1.3591 1.3932 0.3766
H 1.1367 -0.3987 -1.7377
H 1.3993 -1.2887 -0.2332
H -1.0753 -1.2057 -1.5573
*
```

Output
SMILES ... O=C[C@H](O)CO
Kohn-Sham gap ... 11.0 eV
Highest occupied orbital energy ... -0.384 Eh

Atom charges from the natural (NBO) analysis, given in e for atoms 1 to 5: O -0.54; C 0.42; C -0.03; O -0.72; C -0.07

Run b
DFT (ωB97M-V/def2-TZVPD) results for a molecular structure, C3H6O3.

```
! RIJCOSX wB97M-V def2-TZVPD def2/J DEFGRID3
* xyz 0 1
C -0.5181 -1.5472 0.0300
C -0.6589 1.4194 -0.1097
C 1.6305 0.0671 0.0345
O 1.7385 -1.1307 0.2946
O 0.0386 0.1898 -0.2933
O 2.2223 1.0973 0.1137
H 0.0800 2.2181 -0.1929
H -1.4160 1.5179 -0.8891
H -0.4248 -1.8084 1.0756
H -1.5146 -1.2537 -0.2758
H -0.0530 -2.2287 -0.6661
H -1.1245 1.4593 0.8786
*
```

Output
Kohn-Sham gap ... 10.1 eV
Highest occupied orbital energy ... -0.374 Eh

Atom charges from the natural (NBO) analysis, given in e for atoms 1 to 5: C -0.11; C -0.26; C 1.00; O -0.68; O -0.55

Question: which arrangement is favored energetically? Ranking from most to least stable: run a, run b.

Run a
DFT (ωB97M-V/def2-TZVPD) results for 2 unconnected molecules or ions with the total composition C3H6O3.

```
! RIJCOSX wB97M-V def2-TZVPD def2/J DEFGRID3
* xyz 0 1
C -0.0385 -3.0001 1.0144
C -0.8882 -1.8415 0.5423
O -0.4629 -0.7607 0.2525
H 0.3268 -3.6575 0.2258
H -0.5775 -3.4871 1.8277
H 0.8979 -2.5909 1.4147
H -1.9660 -2.1068 0.4910
O 1.5479 1.5768 -0.7069
C 0.5724 2.2257 -0.9344
O -0.6186 2.0745 -0.3505
H 0.5893 3.0103 -1.7006
H -0.4592 1.6912 0.5196
*
```

Output
SMILES ... CC=O.O=CO
Kohn-Sham gap ... 11.0 eV
Highest occupied orbital energy ... -0.370 Eh

Atom charges from the natural (NBO) analysis, given in e for atoms 1 to 5: C -0.74; C 0.46; O -0.52; H 0.25; H 0.22

Run b
DFT (ωB97M-V/def2-TZVPD) results for a single C3H6O3 molecule.

```
! RIJCOSX wB97M-V def2-TZVPD def2/J DEFGRID3
* xyz 0 1
C -1.2157 0.7211 -0.3314
C -0.2442 -0.2793 0.2333
O -0.7524 -1.0509 1.2750
C 1.1104 -0.2219 0.0794
O 1.9655 -0.8233 0.9458
O 1.6336 0.1294 -1.1169
H -2.1012 0.2073 -0.7159
H -1.5399 1.4163 0.4527
H -0.7931 1.3101 -1.1483
H -1.6741 -0.8054 1.4514
H 2.8416 -0.7237 0.5378
H 0.7696 0.1203 -1.6632
*
```

Output
SMILES ... CC(O)=C(O)O
Kohn-Sham gap ... 8.1 eV
Highest occupied orbital energy ... -0.274 Eh

Atom charges from the natural (NBO) analysis, given in e for atoms 1 to 5: C -0.67; C 0.08; O -0.68; C 0.51; O -0.66

Run c
DFT (ωB97M-V/def2-TZVPD) results for 2 unconnected molecules or ions with the total composition C3H6O3.

```
! RIJCOSX wB97M-V def2-TZVPD def2/J DEFGRID3
* xyz 0 1
C 2.0910 -0.4367 0.0882
O 0.7943 -0.3922 0.6922
C -0.0670 0.4559 0.1215
O 0.1475 1.1266 -0.8527
C -1.3750 0.4602 0.9180
O -2.1618 1.3625 0.8216
H 2.0186 -0.8298 -0.9286
H 2.5227 0.5663 0.0543
H 2.6882 -1.0960 0.7173
H -1.5323 -0.4119 1.5793
H -2.5235 -0.7645 -1.6790
H -2.6028 -0.0402 -1.5321
*
```

Output
SMILES ... COC(=O)C=O.[H][H]
Kohn-Sham gap ... 10.1 eV
Highest occupied orbital energy ... -0.381 Eh

Atom charges from the natural (NBO) analysis, given in e for atoms 1 to 5: C -0.27; O -0.49; C 0.67; O -0.54; C 0.34

Run d
DFT (ωB97M-V/def2-TZVPD) results for 2 unconnected molecules or ions with the total composition C3H6O3.

```
! RIJCOSX wB97M-V def2-TZVPD def2/J DEFGRID3
* xyz 0 1
C -2.0106 1.1328 -0.0354
C -0.7960 0.7910 -0.3529
C 0.4538 0.7849 -0.7329
O 1.4238 1.0801 0.1756
H -2.8272 0.4223 -0.1090
H -2.2462 2.1363 0.3019
H 0.8232 0.3044 -1.6283
H 0.9993 1.5054 0.9431
O 0.4037 -2.2322 0.7073
O 1.6412 -2.4048 -0.0312
H -0.0952 -1.5551 0.1505
H 2.2303 -1.9652 0.6112
*
```

Output
SMILES ... C=C=CO.OO
Kohn-Sham gap ... 9.4 eV
Highest occupied orbital energy ... -0.326 Eh

Atom charges from the natural (NBO) analysis, given in e for atoms 1 to 5: C -0.43; C -0.10; C 0.07; O -0.67; H 0.22

Question: which arrangement is favored energetically? Ranking from most to least stable: run a, run b, run c, run d.